Record 1
The following is a DFT calculation (ωB97M-V with the def2-TZVPD basis set) of the molecule C23H27N5O3.

structure (SMILES)	COc1cccc(NC(=O)[C@H](CC(C)C)NC(=O)N2CCn3c2nc2ccccc23)c1
E_LUMO	0.015	hartree
energy above the lowest of the compared OMol25 structures with the same formula, charge and spin	7.1	kcal per mole
highest occupied orbital energy	-8.249	eV
largest force on an atom	0.015	Eh/bohr
HOMO-LUMO gap	0.31847	hartree

Cartesian coordinates (Å):
C  7.45618  1.90494  -0.14342
O  6.40669  0.96954  -0.15191
C  5.20603  1.33081  0.37613
C  4.92552  2.57363  0.93296
C  3.65882  2.82199  1.43769
C  2.67504  1.85758  1.39679
C  2.95485  0.60788  0.84045
N  1.92412  -0.33488  0.81971
C  1.92433  -1.60313  0.33869
O  2.87242  -2.16989  -0.15464
C  0.57329  -2.31983  0.51621
C  0.25607  -3.18993  -0.71116
C  -0.33022  -2.43795  -1.91261
C  -0.57666  -3.43711  -3.04305
C  0.58759  -1.31962  -2.39963
N  -0.50182  -1.41569  0.85471
C  -1.32143  -1.65590  1.90428
O  -1.14371  -2.47073  2.78119
N  -2.42210  -0.80047  1.92842
C  -3.45748  -0.85672  2.95793
C  -4.55562  0.12730  2.48268
N  -4.00966  0.61979  1.24728
C  -2.80139  0.07026  0.95382
N  -2.26710  0.47135  -0.16357
C  -3.19727  1.36454  -0.67013
C  -3.16720  2.10390  -1.84163
C  -4.24231  2.93097  -2.10728
C  -5.32559  3.02865  -1.23732
C  -5.37821  2.30063  -0.06195
C  -4.30745  1.47126  0.21012
C  4.21617  0.34891  0.33165
H  8.30284  1.40182  -0.60787
H  7.20495  2.79867  -0.72434
H  7.72676  2.19895  0.87616
H  5.67265  3.34929  0.98037
H  3.44297  3.78840  1.86882
H  1.69049  2.06328  1.79154
H  1.04921  -0.02278  1.22428
H  0.70078  -2.98384  1.38255
H  -0.44751  -3.96968  -0.41168
H  1.19113  -3.66861  -1.00792
H  -1.29638  -2.00220  -1.63085
H  -1.22976  -4.24212  -2.71308
H  -1.04389  -2.94425  -3.89246
H  0.36431  -3.87162  -3.37268
H  0.65334  -0.51072  -1.67616
H  0.20558  -0.90398  -3.32974
H  1.58944  -1.70263  -2.57776
H  -0.84646  -0.79036  0.12838
H  -3.02928  -0.56494  3.92055
H  -3.82496  -1.88225  3.04902
H  -5.51328  -0.37606  2.31529
H  -4.70969  0.94242  3.19683
H  -2.32871  2.02799  -2.51471
H  -4.24529  3.51851  -3.01309
H  -6.14389  3.68759  -1.48559
H  -6.21772  2.37515  0.61257
H  4.45050  -0.60814  -0.10082


Record 2
The following is a DFT calculation (ωB97M-V with the def2-TZVPD basis set) of a structure of composition C10H26BrInNO2P in a non-equilibrium geometry.

E_LUMO	-0.021	hartree
highest occupied orbital energy	-6.281	eV
largest force on an atom	0.052	Eh/bohr
HOMO-LUMO gap	0.20952	hartree

Cartesian coordinates (Å):
C  3.27970  0.39309  -4.51778
C  2.58268  1.77683  -5.10975
O  1.95667  2.47106  -3.96690
In  -0.11853  2.51467  -4.45719
P  -1.13935  0.21212  -4.73902
O  -0.30443  -0.47578  -6.13624
Br  -0.66705  -1.18630  -3.01495
H  4.44991  0.53605  -4.47971
H  2.87673  0.24066  -3.40625
H  2.94979  -0.50478  -5.22585
H  3.43605  2.42676  -5.59438
H  1.72610  1.48546  -5.88653
H  -0.18770  3.32677  -6.09335
H  -0.96774  3.58936  -3.29072
H  0.08952  0.26351  -6.69042
C  -0.79063  -1.97684  5.28696
C  -1.84691  -1.74930  4.22296
C  -1.38500  -1.72828  2.76096
N  -0.33508  -0.67299  2.34962
C  1.06590  -1.07856  2.79407
C  -0.32009  -0.57268  0.80371
C  -1.38705  0.44854  0.48496
C  -1.25040  1.47654  1.58618
C  -0.68088  0.75414  2.80047
H  -0.20849  -1.06970  5.46948
H  -1.26840  -2.23698  6.23756
H  -0.11828  -2.79651  5.01644
H  -2.42106  -0.85035  4.46800
H  -2.56972  -2.57234  4.30714
H  -2.26926  -1.55340  2.13931
H  -0.97498  -2.70562  2.47694
H  1.26154  -2.09401  2.43906
H  1.13700  -1.01933  3.87723
H  1.78768  -0.38077  2.35888
H  0.66590  -0.20504  0.49513
H  -0.49984  -1.56216  0.37184
H  -2.38414  -0.00534  0.50545
H  -1.24861  0.88818  -0.50710
H  -2.21089  1.94991  1.81289
H  -0.56443  2.27579  1.27874
H  -1.38594  0.72749  3.63119
H  0.23967  1.24006  3.14099


Record 3
The following is a DFT calculation (ωB97M-V with the def2-TZVPD basis set) of the molecule C20H23NO4.

structure (SMILES)	COc1ccc(/C=C/C(=O)NCCc2ccc(OC)c(OC)c2)cc1
E_LUMO	0.015	hartree
energy above the lowest of the compared OMol25 structures with the same formula, charge and spin	68.6	kcal per mole
highest occupied orbital energy	-7.854	eV
largest force on an atom	0.013	Eh/bohr
HOMO-LUMO gap	0.30377	hartree

Cartesian coordinates (Å):
C  7.31543  1.28313  0.71660
O  6.53434  0.93938  -0.40254
C  5.29638  0.41832  -0.20012
C  4.71450  0.19268  1.04469
C  3.44562  -0.34566  1.13096
C  2.71571  -0.67898  -0.00957
C  1.38599  -1.25965  0.03682
C  0.61875  -1.41624  1.12000
C  -0.75869  -1.95869  1.12626
O  -1.58010  -1.59927  1.94938
N  -1.01771  -2.91648  0.19834
C  -2.35431  -3.38957  -0.06049
C  -2.96938  -2.70519  -1.29542
C  -2.99340  -1.22058  -1.07369
C  -1.94819  -0.41576  -1.49190
C  -1.92884  0.93151  -1.17793
C  -2.94948  1.51846  -0.44325
O  -2.97703  2.85705  -0.13215
C  -1.85836  3.64376  -0.45023
C  -4.01940  0.71043  -0.01339
O  -5.11828  1.11828  0.68347
C  -5.06864  2.27870  1.48341
C  -4.01412  -0.63944  -0.33998
C  3.31536  -0.44962  -1.25343
C  4.57604  0.08986  -1.35133
H  7.52495  0.41063  1.34366
H  6.83349  2.05860  1.32049
H  8.25070  1.66988  0.31512
H  5.24325  0.43132  1.95421
H  3.02173  -0.51658  2.10804
H  1.00650  -1.56189  -0.93274
H  0.93491  -1.05116  2.08595
H  -0.31420  -3.12393  -0.49182
H  -2.33302  -4.47497  -0.19922
H  -2.94493  -3.14487  0.82478
H  -3.97942  -3.08966  -1.43919
H  -2.37433  -2.94842  -2.17893
H  -1.13852  -0.82998  -2.07504
H  -1.09773  1.52801  -1.51910
H  -2.07450  4.63266  -0.04730
H  -1.71225  3.72224  -1.53302
H  -0.94558  3.25561  0.01361
H  -5.96987  2.24203  2.09596
H  -5.07358  3.18967  0.88107
H  -4.18955  2.27830  2.13180
H  -4.84201  -1.23356  0.01419
H  2.77574  -0.69796  -2.15644
H  5.03602  0.26760  -2.31061


Record 4
The following is a DFT calculation (ωB97M-V with the def2-TZVPD basis set) of the molecule C6H10O.

structure (SMILES)	C=CCCC(C)=O
E_LUMO	0.035	hartree
energy above the lowest of the compared OMol25 structures with the same formula, charge and spin	4.7	kcal per mole
highest occupied orbital energy	-9.596	eV
largest force on an atom	0.009	Eh/bohr
HOMO-LUMO gap	0.38800	hartree

Cartesian coordinates (Å):
C  1.43931  -2.23686  1.00598
C  1.37933  -1.11779  0.29092
C  0.50957  -0.92654  -0.92218
C  -0.69782  -0.03551  -0.61760
C  -0.32032  1.38056  -0.21382
C  -1.42295  2.22866  0.38135
O  0.80512  1.81046  -0.35766
H  0.87070  -3.12376  0.72992
H  2.06029  -2.31062  1.89498
H  1.95864  -0.24780  0.59563
H  0.15340  -1.89905  -1.28267
H  1.09286  -0.46540  -1.72763
H  -1.35377  0.04394  -1.49739
H  -1.31240  -0.48033  0.17658
H  -2.32625  2.19429  -0.23785
H  -1.07798  3.25877  0.48694
H  -1.69183  1.83522  1.36907


Record 5
The following is a DFT calculation (ωB97M-V with the def2-TZVPD basis set) of a cluster of 9 separate species, C21H46Cl16N3O2P2S in total in a non-equilibrium geometry.

total charge	-1
E_LUMO	0.059	hartree
highest occupied orbital energy	-2.693	eV
largest force on an atom	0.124	Eh/bohr
HOMO-LUMO gap	0.15776	hartree

Cartesian coordinates (Å):
C  2.72871  -3.67811  -1.31644
P  1.78543  -3.18668  -2.91896
O  1.80204  -4.53211  -3.99791
P  -0.29058  -2.71846  -2.24964
N  -1.92685  -2.49068  -1.56120
C  0.31074  -0.97002  -1.75931
C  -0.84803  0.10348  -1.49529
S  -0.21023  1.86731  -1.68120
C  0.61123  2.42797  -0.14204
N  0.86575  3.83276  -0.10854
N  1.50278  4.09653  1.08252
C  1.63659  2.82618  1.74962
O  1.07308  1.73339  0.99876
H  2.17680  -4.53292  -0.76225
H  2.66150  -2.77348  -0.60028
H  3.81081  -3.96576  -1.53374
H  0.89669  -4.80637  -4.26717
H  -0.69452  -2.30766  -3.58468
H  -0.64551  -4.08759  -2.60202
H  0.12281  -3.22488  -0.92769
H  -2.00350  -2.91663  -0.62766
H  -2.58470  -2.99161  -2.20982
H  1.05761  -1.08194  -0.90296
H  0.91909  -0.57022  -2.66319
H  -1.30007  -0.06744  -0.44800
H  -1.69729  0.01997  -2.27330
H  2.17264  2.81194  2.74777
Cl  -2.65858  -1.68509  1.74658
C  -2.31166  -0.19287  2.65575
C  -3.40028  0.84351  2.48434
Cl  -3.44232  1.50584  0.83074
H  -1.34114  0.18610  2.32745
H  -2.22641  -0.47619  3.71080
H  -3.22025  1.68325  3.15632
H  -4.38614  0.43317  2.70977
Cl  5.61095  -0.34595  -6.29821
C  5.26837  -2.05769  -6.66305
C  4.08988  -2.58686  -5.87019
Cl  4.44881  -2.72225  -4.13645
H  6.17519  -2.63247  -6.46844
H  5.05144  -2.11564  -7.73212
H  3.82863  -3.58843  -6.21827
H  3.21085  -1.94885  -5.98004
Cl  6.60806  2.76553  -2.38953
C  6.07320  2.74214  -4.08884
C  4.61321  3.12124  -4.23429
Cl  3.52732  1.87856  -3.56787
H  6.27214  1.74794  -4.49273
H  6.69747  3.45940  -4.62622
H  4.36159  3.22688  -5.29196
H  4.39173  4.06706  -3.73604
Cl  -6.14649  -3.50788  -4.98445
C  -6.24703  -4.50987  -3.51421
C  -6.05277  -3.69447  -2.25134
Cl  -4.38050  -3.09676  -2.08468
H  -5.50524  -5.30612  -3.59599
H  -7.23885  -4.96750  -3.51166
H  -6.25534  -4.31476  -1.37531
H  -6.72467  -2.83415  -2.22150
Cl  -2.11665  0.72793  5.59688
C  -0.63844  1.47241  6.25723
C  0.52124  1.39812  5.28494
Cl  1.10577  -0.26977  5.06225
H  -0.40295  0.97783  7.20561
H  -0.87824  2.51619  6.46881
H  1.36296  1.98001  5.66707
H  0.25027  1.79554  4.30447
Cl  -2.65117  4.30927  5.57200
C  -4.30283  4.39039  4.91138
C  -5.25902  3.46746  5.64054
Cl  -4.90811  1.74758  5.33063
H  -4.25282  4.15730  3.84620
H  -4.63409  5.42537  5.01807
H  -6.27977  3.64762  5.29714
H  -5.22981  3.62903  6.71965
Cl  1.37580  -1.96223  9.83587
C  1.73064  -0.47828  10.75418
C  0.63817  0.56094  10.60486
Cl  0.57710  1.24044  8.95849
H  2.69687  -0.09634  10.42037
H  1.82340  -0.76973  11.80246
H  0.82441  1.39510  11.28450
H  -0.34479  0.14711  10.83631
Cl  1.76371  -0.03056  -6.71882
C  1.19933  1.58272  -7.21649
C  0.48395  2.30776  -6.09388
Cl  -1.08183  1.55619  -5.69904
H  0.55788  1.46258  -8.09137
H  2.08397  2.14791  -7.51854
H  0.27433  3.33734  -6.39201
H  1.08650  2.33297  -5.18351


Record 6
The following is a DFT calculation (ωB97M-V with the def2-TZVPD basis set) of a cluster of 15 separate species, C24H40BBr2Cl28F3NO2 in total in a non-equilibrium geometry.

total charge	-1
E_LUMO	0.054	hartree
energy above the lowest of the compared OMol25 structures with the same formula, charge and spin	0.0	kcal per mole
highest occupied orbital energy	-6.068	eV
largest force on an atom	0.026	Eh/bohr
HOMO-LUMO gap	0.27677	hartree

Cartesian coordinates (Å):
O  -3.68912  -3.72760  -0.33598
O  -4.24482  -2.92465  -1.39349
C  -3.41379  -1.75937  -1.66864
B  -2.05521  -1.54016  -0.78893
C  -1.11215  -0.41748  -1.59039
C  0.33926  -0.68470  -1.21115
C  1.39402  0.34529  -1.58639
F  1.70322  0.20454  -2.91304
Br  0.87720  2.16051  -1.19786
C  2.72142  0.03146  -0.79773
F  2.75644  0.65299  0.38519
F  2.82294  -1.29272  -0.57279
Br  4.32287  0.55701  -1.80709
C  -2.36844  -0.94786  0.68251
C  -2.99031  0.29256  0.90417
C  -3.22438  0.76840  2.19042
N  -2.90347  0.13266  3.33330
C  -2.33373  -1.05687  3.09203
C  -2.05617  -1.62528  1.85600
H  -4.22194  -3.47976  0.43078
H  -4.07911  -0.90385  -1.48716
H  -3.20302  -1.76658  -2.74093
H  -1.35895  -2.53624  -0.70336
H  -1.41304  0.61042  -1.38774
H  -1.22014  -0.56961  -2.66942
H  0.64722  -1.59179  -1.73553
H  0.40815  -0.89255  -0.14028
H  -3.28941  0.90723  0.06338
H  -3.68913  1.74356  2.30387
H  -2.07850  -1.63241  3.97924
H  -1.59039  -2.59191  1.83859
C  -4.11796  -5.34838  -2.57873
Cl  -2.95333  -6.68568  -2.58235
Cl  -5.46310  -5.64798  -3.70229
H  -4.51933  -5.24248  -1.58101
H  -3.61368  -4.43764  -2.87128
C  -6.18772  -0.45209  5.08478
Cl  -5.78569  -2.09330  4.59260
Cl  -7.87373  -0.03222  4.72311
H  -6.03852  -0.36356  6.15358
H  -5.53432  0.22860  4.54982
C  7.69925  2.10625  -4.02830
Cl  6.36653  2.95177  -4.82817
Cl  7.13768  1.22659  -2.60071
H  8.13274  1.38882  -4.71295
H  8.43841  2.83418  -3.71675
C  6.59178  -2.04111  -0.20209
Cl  7.26927  -2.83580  -1.63493
Cl  7.49296  -2.46355  1.26024
H  6.64709  -0.96923  -0.34344
H  5.56055  -2.35086  -0.08547
C  4.96804  6.49027  -5.10519
Cl  4.92854  7.12353  -6.75407
Cl  5.66216  7.66025  -3.96968
H  3.95600  6.26749  -4.79139
H  5.58170  5.59910  -5.09028
C  1.50389  -4.26962  0.84065
Cl  0.08735  -4.27095  1.90600
Cl  1.08947  -4.25331  -0.86944
H  2.09953  -3.39444  1.07331
H  2.06136  -5.17795  1.03625
C  1.29802  1.33206  4.01318
Cl  0.14307  0.30097  3.17106
Cl  0.58182  2.89115  4.47197
H  1.60744  0.83130  4.92262
H  2.15104  1.52224  3.37109
C  -9.50002  3.37791  6.16423
Cl  -8.05858  2.88230  7.04875
Cl  -9.70377  5.13570  6.14411
H  -9.41159  3.03273  5.14065
H  -10.36663  2.93849  6.64188
C  10.16758  -1.14647  -3.28931
Cl  9.89063  -0.39802  -4.87247
Cl  11.45902  -0.33802  -2.39559
H  9.25132  -1.07836  -2.71627
H  10.44744  -2.18038  -3.44666
C  -11.47735  6.05362  2.64862
Cl  -10.31899  4.72431  2.61016
Cl  -12.83828  5.79436  1.54851
H  -11.86231  6.14083  3.65749
H  -10.96609  6.96148  2.35405
C  8.17533  9.76543  -5.45780
Cl  8.77257  11.08012  -4.43315
Cl  7.87437  10.30034  -7.11587
H  8.92353  8.98300  -5.48055
H  7.24711  9.39682  -5.03957
C  -0.49432  -9.24842  -0.18851
Cl  -0.80200  -7.70181  0.59852
Cl  -0.92940  -9.17858  -1.90128
H  0.55842  -9.49056  -0.10918
H  -1.09702  -10.00713  0.29579
C  -4.42195  -7.22847  2.70363
Cl  -4.06598  -6.66434  1.07319
Cl  -4.43165  -5.91056  3.88531
H  -5.39942  -7.69502  2.70363
H  -3.65713  -7.93990  2.99223
C  3.79401  4.84490  1.05067
Cl  4.20914  3.56946  -0.09818
Cl  2.24333  4.54852  1.84014
H  4.56282  4.88374  1.81278
H  3.73932  5.78611  0.51704